Record 1
A 2-piece molecular cluster, C4H12 overall in a non-equilibrium geometry. Source: the OMol25 dataset; level of theory: the ωB97M-V functional and the def2-TZVPD basis.

Computed properties:
Orbital gap ... 12.72 eV
Structure (SMILES) ... CC.CC
E_HOMO ... -11.6 eV
E_LUMO ... 1.16 eV
DFT total energy ... -159.577938 a.u.

The geometry in XYZ format:
```
16
Properties=species:S:1:pos:R:3:forces:R:3
C -0.8197 -0.7967 1.3488 -0.249 0.934 1.118
C -2.1906 -1.4302 1.4235 -0.854 -0.348 -0.251
H -0.0109 -1.5063 1.5063 0.084 -0.044 -0.604
H -0.7373 -0.1596 0.4708 0.351 -0.419 -0.289
H -0.7102 -0.0758 2.1694 0.006 -0.156 0.082
H -2.4820 -1.8468 0.4566 0.046 -0.112 0.034
H -2.9897 -0.7309 1.6894 0.258 0.209 -0.107
H -2.2929 -2.2330 2.1538 0.341 -0.054 0.044
C 1.6186 1.7656 -1.0256 0.274 -0.220 -0.159
C 1.4052 0.4495 -1.7625 -0.089 -0.200 -0.065
H 2.2568 1.5797 -0.1620 -0.100 0.307 0.138
H 2.1204 2.4682 -1.6921 0.191 0.006 0.118
H 0.7024 2.2626 -0.7183 -0.172 -0.174 0.144
H 1.0461 0.6366 -2.7747 -0.133 -0.229 0.032
H 2.3263 -0.1175 -1.8275 0.460 0.167 -0.268
H 0.7576 -0.2654 -1.2558 -0.413 0.331 0.034
```
Positions in Å, forces in eV/Å.

Record 2
A 2-piece molecular cluster, C4H12 overall. Source: the OMol25 dataset; level of theory: the ωB97M-V functional and the def2-TZVPD basis.

Computed properties:
Orbital gap ... 12.86 eV
Structure (SMILES) ... CC.CC
E_HOMO ... -11.7 eV
E_LUMO ... 1.20 eV
DFT total energy ... -159.582399 a.u.

The geometry in XYZ format:
```
16
Properties=species:S:1:pos:R:3:forces:R:3
C 1.9066 0.3277 -0.1783 0.307 0.164 -0.178
C 1.7235 -0.9203 -1.0405 0.019 -0.085 -0.074
H 2.0910 0.0796 0.8660 -0.320 0.026 0.071
H 2.7543 0.9480 -0.4818 0.118 -0.279 -0.139
H 1.0505 0.9867 -0.2779 -0.248 0.033 0.260
H 0.6865 -1.2657 -1.0413 0.037 0.110 0.048
H 2.3171 -1.7607 -0.6774 0.126 0.092 -0.069
H 2.0021 -0.7302 -2.0800 -0.037 -0.049 0.078
C -2.1033 0.7919 0.1124 0.415 0.156 -0.049
C -1.5203 -0.1744 1.1223 -0.084 -0.869 0.324
H -3.0417 0.4494 -0.3158 -0.061 -0.008 -0.011
H -2.2498 1.7570 0.5928 -0.253 0.106 -0.062
H -1.3893 0.9614 -0.7013 -0.167 -0.057 0.010
H -0.6590 0.2601 1.6231 0.069 0.027 0.083
H -1.1887 -1.1226 0.6818 0.030 0.244 -0.183
H -2.2366 -0.4934 1.8922 0.048 0.389 -0.109
```
Positions in Å, forces in eV/Å.

Record 3
A 2-piece molecular cluster, C4H12 overall in a non-equilibrium geometry. Source: the OMol25 dataset; level of theory: the ωB97M-V functional and the def2-TZVPD basis.

Computed properties:
Orbital gap ... 12.83 eV
Structure (SMILES) ... CC.CC
E_HOMO ... -11.7 eV
E_LUMO ... 1.14 eV
DFT total energy ... -159.577851 a.u.

The geometry in XYZ format:
```
16
Properties=species:S:1:pos:R:3:forces:R:3
C -2.4652 -0.6305 0.8052 0.222 1.217 -0.115
C -1.2701 0.1056 1.4547 -0.873 -0.218 0.275
H -2.1699 -1.6059 0.4354 -0.254 -0.178 0.059
H -3.2876 -0.6708 1.5089 -0.136 -0.463 0.169
H -2.8642 -0.0191 -0.0172 0.267 -0.398 -0.085
H -0.3330 -0.2514 1.0489 0.270 0.340 -0.156
H -1.2637 -0.0756 2.5257 0.172 -0.261 0.165
H -1.4028 1.1856 1.3780 0.342 -0.031 -0.321
C 2.3366 -0.2232 -0.7309 -0.227 -0.435 0.139
C 1.4441 0.7085 -1.5356 -0.056 0.372 -0.674
H 2.9752 -0.8285 -1.3865 -0.085 0.180 0.172
H 2.9648 0.3198 -0.0240 0.072 -0.040 -0.109
H 1.7290 -0.9320 -0.1540 0.177 0.160 0.006
H 1.9455 1.0416 -2.4537 -0.092 -0.096 0.149
H 0.4979 0.2551 -1.8359 0.128 -0.214 -0.038
H 1.1635 1.6206 -1.0189 0.072 0.065 0.364
```
Positions in Å, forces in eV/Å.

Record 4
A 2-piece molecular cluster, C4H12 overall. Source: the OMol25 dataset; level of theory: the ωB97M-V functional and the def2-TZVPD basis.

Computed properties:
Orbital gap ... 12.79 eV
Structure (SMILES) ... CC.CC
E_HOMO ... -11.6 eV
E_LUMO ... 1.14 eV
DFT total energy ... -159.574471 a.u.

The geometry in XYZ format:
```
16
Properties=species:S:1:pos:R:3:forces:R:3
C 1.3668 -1.6622 -2.1821 -0.586 0.145 -0.413
C 0.8983 -0.3728 -1.4728 0.460 -0.556 0.030
H 2.0969 -1.4257 -2.9560 0.152 -0.045 0.129
H 1.7931 -2.4120 -1.5201 0.005 0.061 0.088
H 0.5386 -2.1177 -2.7251 -0.037 -0.206 0.123
H 1.5462 0.4167 -1.8432 -0.285 0.460 0.314
H 0.9845 -0.4517 -0.3931 0.337 0.036 0.039
H -0.1509 -0.1277 -1.6252 0.046 0.012 -0.444
C -0.4744 0.9891 1.4641 0.293 0.218 0.590
C -1.8099 1.0198 2.1903 0.122 0.101 0.230
H 0.0847 1.9016 1.6918 -0.275 0.278 -0.545
H 0.2397 0.2478 1.8334 -0.479 -0.489 -0.109
H -0.6499 0.8489 0.4046 0.350 0.186 -0.138
H -2.4116 0.1307 2.0138 0.048 -0.123 0.040
H -2.3975 1.8758 1.8583 -0.022 0.019 -0.037
H -1.6545 1.1393 3.2613 -0.129 -0.098 0.103
```
Positions in Å, forces in eV/Å.

Record 5
A 2-piece molecular cluster, C4H12 overall in a non-equilibrium geometry. Source: the OMol25 dataset; level of theory: the ωB97M-V functional and the def2-TZVPD basis.

Computed properties:
Orbital gap ... 12.69 eV
Structure (SMILES) ... CC.CC
E_HOMO ... -11.5 eV
E_LUMO ... 1.17 eV
DFT total energy ... -159.568645 a.u.

The geometry in XYZ format:
```
16
Properties=species:S:1:pos:R:3:forces:R:3
C 0.0071 0.0728 -2.0914 -0.459 -0.980 0.284
C -0.8867 -1.1732 -1.9241 0.285 0.421 -0.600
H 0.1663 0.3131 -3.1370 -0.040 0.333 0.010
H -0.4001 0.8786 -1.4909 -0.026 0.428 -0.456
H 0.9408 -0.2011 -1.6515 0.940 0.236 0.198
H -0.2874 -2.0808 -1.9110 0.012 -0.073 0.244
H -1.5297 -1.2762 -2.7938 -0.483 0.019 0.191
H -1.4503 -1.0644 -1.0036 -0.239 -0.379 -0.012
C 0.2332 0.1025 1.4350 2.253 -0.931 0.505
C 0.6442 1.0059 2.6107 -0.549 0.101 -0.668
H 1.0551 -0.6171 1.2968 -0.089 -0.153 0.121
H -0.6215 -0.5360 1.6322 -0.440 0.439 -0.295
H 0.3117 0.6078 0.4830 -1.020 0.327 -0.061
H 1.1940 0.5000 3.3951 -0.229 -0.350 0.196
H -0.2727 1.4441 3.0019 0.283 0.352 0.341
H 1.3235 1.7804 2.2557 -0.198 0.208 0.004
```
Positions in Å, forces in eV/Å.

Record 6
A 2-piece molecular cluster, C4H12 overall in a non-equilibrium geometry. Source: the OMol25 dataset; level of theory: the ωB97M-V functional and the def2-TZVPD basis.

Computed properties:
Orbital gap ... 12.25 eV
Structure (SMILES) ... CC.CC
E_HOMO ... -11.1 eV
E_LUMO ... 1.12 eV
DFT total energy ... -159.546946 a.u.

The geometry in XYZ format:
```
16
Properties=species:S:1:pos:R:3:forces:R:3
C -0.0991 0.4556 -2.3399 0.624 1.729 1.699
C 0.1648 -1.0525 -2.0044 0.254 2.622 -0.170
H -1.1468 0.7945 -2.1871 0.445 -0.625 -0.027
H 0.5095 1.2479 -1.6690 -1.048 -2.049 -1.388
H 0.1276 0.6999 -3.3679 0.243 -0.030 -0.307
H 1.2452 -1.2223 -2.0491 -0.334 -0.356 -0.083
H -0.4062 -1.6230 -2.7034 -0.084 -0.748 -0.377
H -0.1991 -1.1957 -1.0103 -0.098 -0.537 0.685
C 0.7497 0.2283 2.1186 -0.914 4.228 -2.394
C -0.8273 0.2697 2.2315 2.798 2.617 2.048
H 1.3446 0.7181 2.9456 -1.061 -1.008 -0.520
H 1.0260 -0.7386 1.8580 1.140 -1.590 -0.266
H 0.9669 0.9886 1.2090 0.016 -2.046 1.660
H -1.3798 -0.3234 1.5808 -0.560 -0.942 -1.520
H -1.0713 1.3740 2.1306 -0.391 -1.532 0.444
H -0.9455 -0.1265 3.2274 -1.029 0.266 0.517
```
Positions in Å, forces in eV/Å.